# C33H96FN2O17Zr

A molecular structure, C33H96FN2O17Zr at a distorted geometry (ωB97M-V/def2-TZVPD, OMol25).

```
150
Properties=species:S:1:pos:R:3:forces:R:3
H 2.84824 2.71755 -2.92123 0.26 0.08 0.17
H 6.91203 -0.20413 3.39864 0.06 0.33 0.39
H 2.13792 -2.75472 4.91856 0.39 0.55 0.12
O -1.09050 3.79770 -0.90241 -1.40 1.20 0.20
H 0.41391 0.54791 5.77669 0.15 0.18 -0.59
C 1.90719 -4.93735 -1.00635 0.80 -1.64 -1.00
O 0.19602 -1.27300 6.59655 0.63 -1.26 0.94
C -0.22001 -1.01068 -1.25179 0.58 1.69 0.98
O 1.00502 2.28340 -2.19180 -1.03 -0.64 0.53
H 3.26830 6.88146 1.20074 0.71 0.50 -0.65
H 5.09929 -0.83065 -3.12716 0.81 0.32 -0.54
C -0.20174 -0.34551 5.67238 -0.58 1.46 -0.38
C -6.04051 0.44612 -0.47877 1.01 -0.95 0.29
F -1.45158 4.44432 1.94220 -2.05 -1.85 -1.71
H 1.54708 2.97581 -4.00511 -0.23 -0.04 -0.04
H -0.18195 -0.72893 4.65223 0.25 -0.09 0.03
H -0.73142 -2.29794 0.66673 0.21 -0.43 0.19
H -3.27389 1.82973 4.62908 0.00 -0.55 -0.28
H -6.39221 1.45444 -0.26036 0.14 -0.04 -0.29
C 0.59759 -0.70335 0.08470 -1.98 -0.36 0.59
H -1.49531 5.89765 -1.23704 -0.14 -0.55 -0.41
C -0.13495 -1.55376 1.19446 0.38 -0.09 -0.67
H -3.03101 -3.77644 1.18770 0.17 -0.22 0.33
H -1.10889 -1.46057 -5.39926 -0.07 0.35 0.44
H -3.36874 -3.55935 -0.47284 0.11 -0.47 -0.41
H -1.21507 -0.00220 5.88064 -0.40 -0.06 -0.02
O -0.81775 5.38610 4.66464 0.16 0.23 0.06
O 5.02995 -4.40796 3.00425 0.68 0.49 -0.49
H 4.26542 -3.47089 1.29693 -0.15 0.06 -0.16
H 0.56590 6.67821 3.77780 0.27 0.32 0.53
H 1.50254 -2.99691 3.35447 -0.03 -0.19 -0.45
O -3.60974 -0.77181 2.42133 0.23 0.26 -0.19
H -4.69811 -0.87787 -4.33048 -0.33 -0.37 0.05
H -3.40259 -0.95855 4.48071 -0.54 -0.33 0.10
H 4.19867 5.32744 0.99007 -0.32 0.14 0.43
H -3.85148 -5.12921 0.33393 -0.47 0.49 0.00
H -3.52314 -0.92474 -0.63172 0.07 0.87 0.01
H -6.85901 -0.26922 -0.39851 -0.33 0.18 -0.64
H -0.06622 -0.45006 -6.41912 0.04 0.47 0.43
C -3.51946 3.20170 -3.69237 -0.69 0.83 0.77
H 2.08127 -2.24824 -0.20189 -0.66 -0.17 -0.41
H 2.57693 3.04846 1.99569 0.31 -0.18 0.01
H -1.45794 1.64520 4.45597 -0.33 0.02 0.40
C -5.16989 0.23684 -1.77783 0.82 -0.78 3.39
H -3.24129 3.40183 -4.72711 0.17 -0.71 -0.10
H -4.33088 1.10645 -5.45560 1.16 -0.04 0.27
H -3.33290 -2.50210 3.48087 -0.22 0.06 0.51
H 4.21114 -5.28063 1.32635 -0.49 0.10 -0.13
C 3.05915 -0.81038 0.86100 -0.85 -0.21 0.55
O 5.82921 -2.54343 -2.28043 0.16 0.02 0.56
H -1.20255 -4.84633 -2.90764 0.76 -0.27 -0.10
H 7.64140 2.13358 2.06395 0.49 0.17 -0.11
O -1.88082 -5.01224 -0.12252 -0.47 1.08 -0.35
H 5.77664 -0.53715 -1.54917 0.11 -0.54 0.37
H -0.86206 -1.01661 1.80346 0.28 0.46 -0.16
C 1.89990 2.28469 -3.23962 1.77 1.83 -1.75
C -3.09377 -1.44114 3.55342 0.60 -0.64 0.61
H 1.52863 -5.11199 -2.94984 -0.25 0.11 -0.53
C -0.94778 -4.15906 -3.71439 0.38 0.45 -1.25
H 0.60717 -2.02984 1.83532 -0.25 -0.16 0.05
C 1.63062 1.25397 1.42478 -0.78 -1.09 -0.04
H -2.00569 -1.40982 3.61015 0.11 0.22 -0.58
Zr -2.47972 3.00198 0.73230 5.01 -4.64 -2.69
H 3.40278 1.05745 0.06572 -0.38 0.56 -0.17
H 1.94278 -5.03694 4.50617 -0.08 0.28 0.04
C -0.69776 5.16811 -1.09631 1.55 0.77 1.59
H -2.63947 -0.02573 -3.85362 0.03 -0.26 0.29
C 4.76563 -4.38670 1.61187 0.45 -0.69 0.34
H 4.05077 -1.16775 0.58335 -0.02 0.04 -0.01
H -2.76962 0.77283 2.72872 -0.45 -0.92 -1.16
H 2.20452 -5.67274 -0.25875 0.50 -0.01 -0.11
H 5.70917 -4.48984 1.07597 0.11 0.33 0.12
H -0.42092 3.30388 -1.38136 0.53 -1.53 -0.26
H -1.78904 -4.17727 -4.40723 -0.31 0.18 0.08
H -2.70621 3.59188 -3.08041 0.08 -0.11 0.14
H 2.33956 -0.79416 -1.12385 0.10 0.14 -0.16
C -0.07590 -1.24066 -5.66882 -0.17 -0.44 -0.87
H 1.17153 5.57580 5.15365 0.03 0.43 -0.22
H 6.03405 1.37324 3.17703 -0.54 -0.45 0.23
H 0.15179 5.26176 -1.77278 -0.70 -0.33 -0.91
C -5.50191 -0.14660 -4.24534 0.23 2.04 0.38
H 4.16728 -1.30788 -1.94659 0.02 -0.32 1.22
O 0.45546 -2.40379 -6.29718 0.41 -0.09 0.09
H -2.29274 3.15497 4.13353 0.18 -0.03 -0.29
H 0.93657 3.35638 1.83805 -0.69 -0.72 0.21
H -2.15647 1.37342 -4.69549 0.13 0.41 0.29
C -2.50321 1.04681 -3.71509 -0.11 -1.35 0.77
C 1.71913 2.73719 1.39954 0.47 2.08 0.04
O -3.56470 1.99635 -0.93390 0.32 0.71 1.80
H -4.36593 3.87727 -3.56912 -0.31 -0.14 0.43
H 1.13188 -0.28201 2.90730 -0.05 -0.02 -0.38
O 7.92074 1.33065 2.50991 0.54 0.28 -0.37
H -1.76910 1.18457 -2.92124 0.23 0.16 -0.15
H 0.41897 -3.68209 -5.03030 0.04 0.16 -0.50
C 6.72743 0.65022 2.74740 -0.36 -0.58 0.26
C 2.39551 -3.18473 3.95066 -1.54 1.07 0.81
H 2.54694 6.19893 -1.17566 -0.11 0.39 0.72
H -5.49184 2.01043 -4.89473 -0.74 0.28 1.19
C -4.81980 1.25241 -4.49240 -0.69 -1.17 -0.54
H -6.62684 -1.05609 -2.64761 -0.08 0.16 0.32
C -6.14495 -0.10244 -2.86313 0.45 0.41 -1.26
H 1.86478 3.22087 0.43365 0.20 -0.56 -0.44
H -5.40820 0.05155 0.31659 0.15 0.75 0.56
H 0.55603 -1.02517 -4.80723 -0.21 0.15 -0.06
N 0.59570 0.75303 0.44896 -0.54 1.24 -1.54
H 0.09883 -0.29492 -2.00950 0.27 -0.20 -0.35
C 3.00910 0.65706 0.99996 1.05 0.60 0.45
C 1.29419 0.79339 2.83486 0.20 -0.96 1.14
O 3.24789 5.76776 -0.68135 1.00 0.12 -1.07
H 0.42131 1.22375 3.32575 -0.12 0.43 -0.56
H -4.37333 -1.27440 2.12820 -0.13 0.30 -0.20
H -1.19849 5.12438 3.82313 -0.44 0.03 0.00
H 1.26734 1.55626 -1.62255 -0.41 -0.17 0.98
C 0.52862 5.71378 4.28433 -0.79 -0.95 -0.47
H -4.80786 -1.89867 -1.09058 -0.96 0.29 0.09
C 5.23907 -1.27679 -2.14252 -1.16 0.62 -1.65
H 0.76079 4.97628 3.51601 0.79 -0.07 0.01
H -1.37781 -5.31755 0.63602 -0.30 0.08 0.23
H -6.27363 -0.29192 -5.00127 0.23 -0.26 -0.10
O 2.66686 -4.52947 4.13229 0.35 -1.18 -0.30
H -0.82456 -3.15393 -3.31110 -0.32 0.07 0.24
H 3.23639 -2.67346 3.48201 0.05 -0.14 0.21
H 2.36120 5.47923 1.05591 0.25 -0.68 0.87
N -4.44357 1.52361 -2.01251 0.51 0.73 -0.60
C 3.31042 5.90127 0.72580 -1.57 -0.43 -0.29
C -4.26318 -1.01638 -1.42672 0.24 -0.35 -0.59
H 0.05540 -2.49123 -7.16546 0.01 -0.16 -0.03
C -3.83588 1.72040 -3.36656 0.38 0.88 -1.97
H -0.09906 -2.04005 -1.58925 0.15 0.09 0.22
O 0.23969 -4.45883 -4.49539 -0.53 -0.87 1.74
H 2.10980 0.91906 3.54697 0.31 0.50 -0.13
H 3.82316 0.77908 1.71447 -0.37 1.34 0.54
H 5.12465 -3.19510 -2.25770 0.12 -0.15 -0.02
H 0.74124 -0.80937 7.23638 0.00 -0.35 0.19
H -0.15622 5.43317 -0.18825 -0.42 0.33 0.50
C 2.04333 -1.16061 -0.14096 -0.70 -1.38 -1.07
H -1.27352 -0.76589 -1.11660 -0.06 -0.26 0.24
H 0.91436 -4.68184 -0.63608 -0.36 0.48 -0.82
H -3.73391 -1.46937 -2.26503 0.21 0.52 -0.41
C -2.37835 2.07107 4.05648 0.78 1.06 0.50
H 2.62267 -4.11506 -1.00935 -0.25 0.20 0.27
O -2.40133 1.65778 2.67558 -1.03 1.69 0.05
O 2.02142 -5.62982 -2.30905 -0.51 0.83 1.99
H -6.85671 0.72233 -2.82765 -0.47 -0.20 -0.31
O -0.74902 1.32640 0.55609 -0.39 0.68 0.38
H 4.20689 -4.23536 3.46725 0.29 -0.71 0.01
C -3.11333 -4.33128 0.25311 1.03 -0.91 0.19
H 6.31627 0.17958 1.85434 -0.21 0.24 -0.41
H 2.19976 1.38859 -3.78292 -0.77 -0.74 0.48
H 2.78818 -1.25815 1.81713 0.17 -0.26 0.12
```
Forces are in eV/Å.

As for the charge: +1. The HOMO energy is -10.30 eV. Its electronic energy is -77546.5561 eV. The energy relative to the best compared isomer or geometry (same formula, charge and spin) is 327.0 kJ/mol. The gap between HOMO and LUMO is 5.38 eV.

These are the Mulliken partial charges, in e, on atoms 1 to 99: H 0.32; H 0.29; H 0.20; O 0.78; H 0.45; C 0.02; O -0.54; C -1.31; O -0.17; H 0.32; H 0.35; C -0.14; C -1.39; F -0.71; H 0.35; H -0.27; H 0.26; H 0.34; H 0.42; C 3.00; H 0.39; C 0.29; H 0.02; H 0.30; H -0.14; H 0.23; O -0.53; O -0.55; H -0.24; H 0.26; H -0.03; O -0.61; H 0.23; H 0.34; H 0.25; H 0.45; H 0.04; H 0.41; H 0.42; C -1.65; H -0.89; H 0.50; H -0.06; C 1.82; H 0.43; H 0.43; H 0.47; H 0.25; C 0.73; O -0.53; H 0.38; H 0.30; O -0.44; H 0.27; H -0.63; C -1.07; C -0.64; H 0.31; C -0.13; H -0.81; C 3.29; H -0.02; Zr 1.35; H 0.34; H 0.34; C -0.78; H 0.10; C -0.01; H 0.90; H 0.10; H 0.33; H 0.36; H -0.10; H 0.37; H -0.03; H 0.19; C -0.54; H 0.33; H 0.20; H 0.20; C -0.64; H -0.53; O -0.60; H 0.26; H -0.26; H 0.64; C -1.07; C -2.22; O -0.29; H 0.48; H -0.14; O -0.52; H -0.20; H 0.42; C -0.26; C 0.18; H 0.28; H 0.49; C -1.72